An isolated molecule of C4H7NO2, computed with wB97M-V/def2-TZVPD.

Geometry as XYZ:
```
14
Properties=species:S:1:pos:R:3:forces:R:3
O 2.546464 1.407615 -0.265919 -0.1 -0.3 0.0
O -1.932556 -0.154427 -1.010717 -0.2 0.2 0.0
N 0.874015 -0.020232 0.301630 0.3 0.1 -0.1
C -1.213596 -0.238516 0.191694 0.1 -0.1 0.3
C 2.094581 0.281720 -0.206106 0.0 0.1 0.0
C -0.225995 0.924434 0.470934 -0.1 0.2 0.0
C 0.006166 -1.166505 0.018967 0.0 -0.2 0.0
H -1.863428 -0.491512 1.039461 0.1 0.0 -0.2
H 2.647318 -0.614973 -0.549966 0.0 0.1 0.0
H -2.607287 0.529578 -0.915687 0.1 -0.1 -0.1
H -0.273807 1.370876 1.469421 0.0 -0.1 -0.2
H 0.087308 -1.560344 -0.999746 0.0 0.1 0.1
H -0.233085 1.711401 -0.291150 0.0 -0.1 0.1
H 0.093902 -1.979120 0.747188 0.0 0.1 -0.1
```
Positions in Å, forces in eV/Å.

The spin multiplicity is 1. The value obtained for the HOMO energy is -9.549 eV. The total energy is -9845.627 eV. The lowest unoccupied orbital energy comes out at 0.7 eV. The value obtained for the gap between HOMO and LUMO is 10.22 eV. The SMILES is O=CN1CC(O)C1. The value obtained for the relative energy (zero: lowest compared OMol25 entry of this formula, charge and spin) is 38.10 kcal/mol. The molecular weight comes out at 101.1 g mol⁻¹.



A structure of composition C15H25BrIO3OsP2 in a non-equilibrium geometry, computed with wB97M-V/def2-TZVPD.

Geometry as XYZ:
```
48
Properties=species:S:1:pos:R:3:forces:R:3
Os -0.188927 0.019300 -1.121631 0.1 0.8 2.6
I 0.090558 -0.193790 -3.694016 0.0 -0.4 -1.9
Br -1.567125 2.592003 2.865182 0.4 -1.2 1.2
P 0.538415 -2.138482 -0.872831 0.9 -3.5 0.4
P 0.503620 2.200271 -1.121781 0.8 3.1 0.1
O -0.170009 0.194625 0.963125 0.8 0.3 -1.5
O -2.105177 -0.874680 1.447616 1.9 1.0 0.2
O -3.218834 0.013682 -1.551491 3.8 0.0 0.7
C -1.065822 -0.290286 1.770832 -2.4 -1.7 -0.2
C -0.634033 -1.279730 4.061548 -0.4 0.8 -1.8
C -2.075967 0.003556 -1.343866 -6.3 -0.2 -0.7
C -0.541033 -1.163081 5.458028 0.4 -0.6 0.6
C -1.010592 -3.120107 -0.964255 -0.1 0.4 -0.1
C 1.240587 2.896391 0.382565 0.1 -0.3 0.3
C 1.663765 -2.766231 -2.154284 0.0 0.2 -0.3
C -0.981080 1.090235 3.884368 -0.5 1.0 -0.8
C -1.054796 3.168209 -1.324121 0.1 -0.4 -0.1
C -0.916482 1.206875 5.291566 0.5 -0.9 2.0
C -0.651739 0.070690 6.081474 -0.3 1.6 0.0
C 1.615443 2.707762 -2.458112 0.0 -0.1 -0.2
C 1.305192 -2.715637 0.681462 0.1 0.6 0.2
C 0.196129 -0.002233 -6.010792 0.0 0.4 -0.8
C -0.775704 -0.151589 3.249736 -0.2 -1.0 0.3
H -0.345350 -2.065731 6.048658 -0.2 0.4 -0.2
H 2.645800 -2.299738 -2.014283 -0.1 -0.1 -0.1
H -1.475363 -2.981784 -1.949361 0.0 -0.1 0.3
H 2.212104 -2.130725 0.869661 -0.1 -0.1 0.1
H -0.783924 -4.182148 -0.799908 0.0 0.2 -0.1
H 2.191663 2.389143 0.579313 -0.1 0.1 0.1
H 1.261091 0.134027 -6.216793 -0.2 0.0 0.5
H 1.763653 -3.856132 -2.085015 -0.1 0.2 0.1
H -1.686959 -2.751464 -0.176023 0.1 -0.2 -0.3
H -0.208342 -0.952855 -6.368745 0.0 0.1 0.6
H 2.611995 2.302462 -2.249290 -0.1 0.1 -0.1
H 0.612994 -2.582801 1.521250 0.1 0.0 -0.2
H 1.577001 -3.777621 0.615799 -0.2 0.2 -0.2
H -0.811082 4.242589 -1.366533 -0.1 -0.4 0.0
H 1.252679 2.296231 -3.409095 0.2 0.4 0.3
H -0.539309 0.148254 7.179088 -0.2 0.1 -0.8
H -1.051786 2.154036 5.803540 0.0 0.1 -0.3
H 1.429850 3.973036 0.268618 -0.1 -0.3 -0.2
H -0.681279 -2.267797 3.609051 0.2 0.2 0.1
H 1.282721 -2.487489 -3.147467 0.3 -0.4 0.4
H 0.563810 2.742898 1.234073 0.3 0.0 -0.3
H -1.701058 2.963957 -0.452403 0.2 0.1 -0.4
H 1.668518 3.802242 -2.512889 0.0 -0.2 0.1
H -1.559710 2.855186 -2.253064 0.1 0.3 0.4
H -0.426086 0.864454 -6.248511 0.1 -0.2 0.4
```
Positions in Å, forces in eV/Å.

The spin multiplicity is 5. The value obtained for the HOMO energy (alpha / beta) is -17.424 / -18.594 eV. The net charge is +3. The total energy is -121260.405 eV. The lowest unoccupied orbital energy (alpha / beta) comes out at -11.5 / -12.9 eV. The value obtained for the gap between HOMO and LUMO (alpha / beta) is 5.96 / 5.71 eV. The molecular weight comes out at 712.3 g mol⁻¹.



A structure of composition C31H41N3O7SSiSr in a non-equilibrium geometry, computed with wB97M-V/def2-TZVPD.

Geometry as XYZ:
```
85
Properties=species:S:1:pos:R:3:forces:R:3
Sr 0.851251 -1.550101 -0.344775 -0.5 0.6 -1.0
S 0.873337 -0.854855 3.256383 0.2 0.1 0.1
Si -1.307601 0.724330 -1.335688 0.1 0.0 0.3
O 2.655138 -0.841362 -1.937188 0.1 -0.3 -0.4
O 0.994630 -1.623291 4.504501 0.0 -0.1 -0.1
O 0.389452 -4.323583 -6.240400 0.0 0.0 0.0
O 2.099298 0.394501 3.455380 -0.1 0.1 0.6
O -1.632935 -5.109567 -1.649244 -0.1 -0.1 0.0
O 3.712290 -1.184765 -3.907655 0.1 0.1 -0.1
O -0.784195 -3.356727 -0.497905 -0.2 -0.5 -0.4
N 0.973226 -2.873383 -2.458830 0.0 -0.2 -0.3
N 1.524044 -1.531007 1.992387 0.7 -1.0 0.9
N 2.562768 -3.183675 0.791561 0.4 -0.2 0.5
C 1.985629 0.960073 5.807027 0.0 0.1 0.1
C 0.612476 -3.826959 -4.980566 -0.1 -0.1 -0.2
C -0.902399 -4.130909 -1.501630 0.2 0.5 0.3
C -4.157188 1.428746 -0.594254 -0.2 0.1 0.0
C 1.777626 -2.456906 -3.435286 -0.2 -0.1 0.1
C -3.133933 0.296854 -0.710453 -0.1 -0.2 0.1
C 2.477682 -2.565674 1.985362 -0.7 0.8 -0.1
C -3.750807 -0.783783 -1.609365 -0.1 -0.1 0.0
C -3.000840 -0.377904 0.668865 -0.1 -0.1 0.1
C -0.860547 2.470957 -0.483081 0.1 0.0 0.1
C 4.251447 -4.634669 1.657782 0.0 0.0 0.0
C -1.422922 1.067031 -3.272397 0.1 -0.1 -0.2
C 3.429517 -4.187396 0.644871 -0.3 0.3 -0.1
C 1.631439 -2.919499 -4.730170 0.0 0.0 0.0
C 1.822666 1.283430 4.468257 0.2 -0.2 -0.6
C 1.722489 1.924800 6.774863 0.0 -0.1 0.0
C 1.402591 2.558640 4.107367 -0.1 0.2 0.2
C 1.152906 3.508962 5.085722 0.0 0.0 -0.1
C -1.516857 3.744933 -1.021885 -0.1 0.1 0.0
C 4.167354 -3.984343 2.885691 0.1 0.0 0.1
C -0.150840 1.797117 -3.723761 0.1 0.1 -0.1
C 1.030794 4.243714 7.496959 0.0 0.0 0.1
C 3.287484 -2.941136 3.066270 0.1 -0.1 0.1
C -2.621490 1.855260 -3.804899 -0.1 0.1 -0.1
C 2.833966 -1.391459 -3.066918 -0.2 0.1 0.4
C -1.383630 -0.283328 -4.010997 0.0 0.0 -0.1
C 1.306398 3.208241 6.438278 0.0 0.0 0.0
C -1.169719 2.404907 1.019109 0.0 0.1 0.2
C -0.002138 -3.754854 -2.698550 0.2 0.2 0.0
C -0.221641 -4.266687 -3.964067 0.1 0.0 0.1
C 0.666430 2.667073 -0.548072 0.1 0.1 0.1
H 0.943772 3.581324 0.004799 0.0 0.0 -0.1
H -5.134689 1.023335 -0.280353 0.0 0.0 0.0
H -2.609127 3.697797 -1.004695 0.0 0.0 0.0
H -0.099662 1.790686 -4.824467 0.0 0.0 0.0
H -4.055991 -0.401257 -2.585284 0.0 0.0 0.0
H -4.313526 1.953991 -1.540562 0.0 -0.1 0.0
H 1.277869 2.777420 3.054012 0.0 0.0 0.0
H -0.724998 1.527921 1.501594 0.0 0.0 -0.1
H 0.762329 1.320111 -3.353498 -0.1 -0.1 0.0
H 2.298168 -0.039141 6.071523 0.0 0.0 0.0
H -2.732127 2.835504 -3.334481 0.1 0.0 0.0
H -0.507089 -0.872141 -3.728976 0.0 0.1 0.1
H 1.680943 5.116429 7.395456 0.0 0.0 0.0
H -1.217758 4.615157 -0.411789 0.0 0.0 0.0
H -3.998913 -0.663242 1.041908 0.0 0.0 0.0
H -2.259293 -0.905065 -3.831006 -0.1 0.0 0.1
H 1.188296 3.832343 8.495486 0.0 0.0 0.0
H 3.196738 -2.422404 4.007956 0.0 0.0 0.0
H -0.125924 2.841751 -3.407677 0.0 0.0 0.0
H -2.540278 0.254912 1.428424 0.0 0.0 -0.1
H -2.236282 2.391104 1.249792 0.0 0.0 -0.1
H 3.451525 -4.635187 -0.342441 0.0 0.0 0.0
H -2.416213 -1.300297 0.603269 0.0 0.0 -0.1
H -4.651726 -1.188442 -1.120863 0.0 0.0 -0.1
H 1.845302 1.661312 7.820857 0.0 0.0 0.0
H -3.074704 -1.628728 -1.770497 0.1 0.1 0.0
H 0.001555 4.607314 7.450952 0.0 0.0 0.0
H -3.880454 2.182268 0.146775 0.0 -0.1 0.0
H -1.319181 -0.108412 -5.098105 0.0 0.0 0.1
H 4.800134 -4.291405 3.711184 0.0 0.0 0.0
H 1.207966 1.840346 -0.078593 -0.1 0.0 0.0
H 1.000295 -3.887258 -6.842564 0.0 0.0 0.0
H -0.741794 3.291912 1.516091 0.0 0.0 0.0
H -2.507925 2.024207 -4.890124 0.0 0.0 0.1
H 0.828750 4.500755 4.786479 0.0 0.0 0.0
H 4.932005 -5.456349 1.482549 0.0 0.0 0.1
H 1.063629 2.761809 -1.557515 -0.1 0.0 -0.1
H -1.221450 3.966619 -2.049842 0.0 -0.1 0.0
H -1.022695 -4.971814 -4.130558 0.0 0.0 0.0
H -3.566606 1.325045 -3.667819 0.0 0.0 0.0
H 2.304482 -2.551977 -5.495995 0.0 0.0 0.0
```
Positions in Å, forces in eV/Å.

The spin multiplicity is 1. The value obtained for the HOMO energy is -1.103 eV. The net charge is -2. The total energy is -71169.986 eV. The lowest unoccupied orbital energy comes out at 4.0 eV. The value obtained for the gap between HOMO and LUMO is 5.12 eV. The value obtained for the relative energy (zero: lowest compared OMol25 entry of this formula, charge and spin) is 0.00 kcal/mol. The molecular weight comes out at 715.5 g mol⁻¹.



A structure of composition C8H12ClFN in a non-equilibrium geometry, computed with wB97M-V/def2-TZVPD.

Geometry as XYZ:
```
23
Properties=species:S:1:pos:R:3:forces:R:3
Cl -2.002344 -2.112937 0.008694 -0.4 -1.6 0.1
F -3.776627 0.394851 -0.069226 -0.5 0.3 -0.1
N 0.964379 -1.263875 -0.005834 1.8 2.0 -0.5
C 0.245775 -0.016425 -0.009663 -5.0 1.5 0.2
C -0.587497 2.340104 0.306297 -1.5 -0.8 -0.1
C -1.681736 -0.510511 -0.051613 4.0 4.6 -0.3
C 1.613251 -1.548862 -1.271303 1.8 -3.2 -0.9
C 0.464658 1.298464 0.139169 0.8 -1.1 0.8
C -2.470116 0.582049 -0.120929 1.6 -0.3 0.1
C 1.862915 -1.618615 1.102461 -1.7 -0.4 1.7
C -1.992135 2.050566 -0.254738 0.0 0.0 -1.7
H 0.190436 -1.855548 0.101195 -1.5 -2.0 -0.1
H 2.458053 -0.895829 -1.574978 -0.8 -0.1 0.7
H 2.844908 -1.243273 0.991104 0.7 1.0 0.1
H -2.649777 2.697285 0.374427 0.0 -0.5 -1.1
H 1.245791 -1.297035 1.961554 1.2 -0.1 0.2
H 1.968461 -2.704350 1.132612 -0.3 0.0 -0.1
H 1.397565 1.756140 0.472216 0.5 -0.7 -0.6
H -0.697627 2.483252 1.371605 0.1 -0.2 0.7
H -0.324169 3.330708 -0.019402 0.6 0.2 -0.5
H -1.963470 2.386989 -1.424191 -0.6 -0.9 2.8
H 2.019656 -2.644242 -1.129724 -0.6 2.1 -0.6
H 0.869647 -1.608897 -2.029733 -0.5 0.2 -0.8
```
Positions in Å, forces in eV/Å.

The spin multiplicity is 1. The value obtained for the HOMO energy is -12.687 eV. The net charge is +1. The total energy is -25209.997 eV. The lowest unoccupied orbital energy comes out at -2.9 eV. The value obtained for the gap between HOMO and LUMO is 9.78 eV. The molecular weight comes out at 176.6 g mol⁻¹.